Record 1
Density functional theory data (ωB97M-V/def2-TZVPD) for 2 unconnected molecules or ions with the total composition CH7N2PS.

```
12
CH7N2PS ωB97M-V/def2-TZVPD
C 1.43107 -0.63103 -0.35941
N -1.36670 -0.89234 -0.86120
N 0.40693 0.33058 -0.51043
P -0.08114 1.83374 0.00162
S -1.33231 1.68337 1.78559
H 2.29364 0.03173 -0.32005
H 1.54389 -1.06624 0.64615
H 1.35044 -1.31956 -1.13531
H -1.89197 -0.31038 -1.50462
H -1.72783 -1.12325 0.07078
H -1.14022 1.86509 -0.79958
H -0.91670 2.56360 2.59401
```

Lowest unoccupied orbital energy (alpha / beta), eV: -0.67 / -0.32
Highest occupied orbital energy (alpha / beta), eV: -9.061 / -8.492
Relative energy (zero: lowest compared OMol25 entry of this formula, charge and spin), kcal per mole: 113.18
2S+1: 1
E, eV: -24250.6292

---

Record 2
Density functional theory data (ωB97M-V/def2-TZVPD) for CH5N3S in the gas phase.

```
10
CH5N3S ωB97M-V/def2-TZVPD
N 1.78397 -0.50429 -0.16739
N 1.28419 0.80211 -0.10590
C 0.01911 0.91588 -0.07470
N -0.88167 -0.13800 -0.22633
S -2.53542 0.08576 -0.17256
H 2.77603 -0.55410 -0.19179
H 1.42475 -1.04610 0.60598
H -0.45283 1.90355 -0.00050
H -0.48138 -0.94904 -0.65880
H -2.93674 -0.51576 0.99199
```

Lowest unoccupied orbital energy, eV: 0.83
Highest occupied orbital energy, eV: -8.432
Relative energy (zero: lowest compared OMol25 entry of this formula, charge and spin), kcal per mole: 29.93
2S+1: 1
E, eV: -16422.0228
Structure (SMILES): N/N=C\NS

---

Record 3
Density functional theory data (ωB97M-V/def2-TZVPD) for a molecular structure, C45H84CrN9O3.

```
142
C45H84CrN9O3 ωB97M-V/def2-TZVPD
Cr -1.52526 2.23409 -3.30376
C -1.25940 0.28424 0.01096
C -0.13861 0.82126 -0.85221
C 0.51875 -0.25393 -1.69271
O -0.58025 1.87141 -1.68130
H -0.86257 -0.42563 0.73995
H -2.08662 -0.15155 -0.55704
H -1.72286 1.12951 0.53016
H 0.61112 1.27915 -0.18915
H 1.06441 -1.01389 -1.12003
H 1.33614 0.15299 -2.29739
H -0.17415 -0.70240 -2.40664
C -3.74248 3.74659 -0.55121
C -3.04727 4.52890 -1.64718
C -2.01001 5.47855 -1.06337
O -2.52926 3.72336 -2.66822
H -4.62177 3.20647 -0.91636
H -4.19698 4.42347 0.18271
H -3.04729 3.11011 0.00314
H -3.82697 5.16696 -2.09755
H -2.52330 6.27266 -0.51495
H -1.38196 5.96747 -1.80924
H -1.32931 4.95359 -0.38557
C -1.41012 -0.07569 -6.67622
C -0.58389 -0.10588 -5.39348
C 0.90250 -0.23908 -5.66109
O -0.87300 0.89663 -4.50635
H -1.06410 -0.84805 -7.36741
H -1.37360 0.87326 -7.21366
H -2.44249 -0.31918 -6.41273
H -0.86369 -1.06394 -4.90567
H 1.32714 0.63523 -6.16751
H 1.22058 -1.10372 -6.25399
H 1.48582 -0.36709 -4.74133
C -2.55925 -2.69917 -2.87828
C -3.82623 -2.47781 -2.05381
C -4.61253 -1.23810 -2.48787
C -3.80591 -0.05542 -2.73212
N -3.17141 0.85938 -2.93808
H -2.08301 -3.61933 -2.51781
H -1.79003 -1.93627 -2.77614
H -2.80965 -2.93908 -3.91337
H -3.57246 -2.49465 -0.99220
H -4.45264 -3.36581 -2.15622
H -5.37909 -0.98109 -1.75447
H -5.13723 -1.49854 -3.41002
C 3.23810 0.47098 1.31098
C 2.60236 0.27423 2.68259
C 3.39507 -0.60628 3.63857
C 4.65567 -0.00369 4.07961
N 5.64168 0.46359 4.43413
H 4.25249 0.87160 1.34856
H 2.61339 1.13612 0.71958
H 3.28665 -0.51706 0.84135
H 1.63727 -0.20544 2.49290
H 2.39877 1.24758 3.13835
H 3.59692 -1.57855 3.18053
H 2.83572 -0.80410 4.55784
C 1.07054 -3.39657 -3.30500
C 1.27346 -3.98556 -1.90558
C 2.60435 -3.59566 -1.29789
C 3.74155 -3.99682 -2.13671
N 4.59045 -4.36426 -2.80812
H 1.83431 -3.74130 -4.00457
H 1.17833 -2.30610 -3.31976
H 0.06820 -3.56087 -3.70075
H 1.15465 -5.06332 -2.06910
H 0.40951 -3.74225 -1.28401
H 2.71774 -4.16264 -0.37233
H 2.66439 -2.53433 -1.06301
C 1.49335 -6.50471 1.36760
C 2.57633 -5.71654 2.09942
C 1.99150 -4.55116 2.90833
C 1.50983 -3.46909 2.03914
N 1.12894 -2.59983 1.37646
H 1.89926 -7.40307 0.90562
H 1.03317 -5.94836 0.54516
H 0.69896 -6.76340 2.06994
H 3.25299 -5.27245 1.37141
H 3.03279 -6.41015 2.80205
H 2.71703 -4.13301 3.60753
H 1.12575 -4.85190 3.50650
C 2.71950 5.42987 1.72208
C 2.59169 4.10537 0.97477
C 1.62435 4.15988 -0.19323
C 1.88480 5.29446 -1.07835
N 2.03544 6.19704 -1.78126
H 3.30337 5.37607 2.63908
H 1.73079 5.78529 2.03883
H 3.09921 6.18764 1.03642
H 2.28297 3.32971 1.68505
H 3.57745 3.79921 0.63522
H 0.57544 4.23977 0.10167
H 1.68674 3.22504 -0.75401
C -4.59304 -0.94615 1.45690
C -4.95229 0.46151 0.95171
C -5.97900 1.11140 1.86643
C -5.55074 1.07632 3.26359
N -5.18529 0.98903 4.34242
H -5.46049 -1.60983 1.42493
H -4.22931 -0.90272 2.48028
H -3.82584 -1.37070 0.80897
H -5.27771 0.35332 -0.08581
H -4.03371 1.03687 0.81173
H -6.95070 0.63045 1.74547
H -6.13398 2.16530 1.61679
C 0.14794 3.71805 3.96129
C -0.51648 2.74478 2.97926
C -2.01388 2.70241 3.26282
C -2.70201 3.96769 3.08425
N -3.26449 4.94970 2.94592
H 1.18825 3.97464 3.76579
H 0.04793 3.35003 4.98547
H -0.36609 4.68545 3.97201
H -0.05952 1.77138 3.15762
H -0.34618 3.03856 1.94080
H -2.19812 2.22771 4.23354
H -2.58989 1.97680 2.66813
C 4.26220 -0.55884 -3.39167
C 5.32858 -0.82210 -2.33811
C 6.40225 0.26349 -2.30555
C 5.86599 1.57513 -1.99649
N 5.42333 2.59543 -1.78069
H 4.71221 -0.64740 -4.38474
H 3.74462 0.39548 -3.30073
H 3.48969 -1.33235 -3.36490
H 5.76732 -1.80471 -2.50794
H 4.84777 -0.88962 -1.35582
H 6.88165 0.24555 -3.28649
H 7.17768 0.02010 -1.57774
C -1.68493 -0.72807 3.66593
C -1.81772 -2.25161 3.76324
C -0.98503 -2.78373 4.92329
C -1.41810 -2.27003 6.23152
N -1.79407 -1.86771 7.23557
H -0.64531 -0.40614 3.63004
H -2.20833 -0.34399 4.54637
H -2.22814 -0.33800 2.80789
H -1.51680 -2.75550 2.84021
H -2.87312 -2.51233 3.87075
H 0.05785 -2.45744 4.85449
H -1.02797 -3.87262 4.99456
```

⟨S²⟩: 3.7836
Lowest unoccupied orbital energy (alpha / beta), eV: -0.79 / -0.20
Highest occupied orbital energy (alpha / beta), eV: -8.774 / -9.048
Relative energy (zero: lowest compared OMol25 entry of this formula, charge and spin), kcal per mole: 0.00
2S+1: 4
E, eV: -96000.3897

---

Record 4
Density functional theory data (ωB97M-V/def2-TZVPD) for C3H6N2O in the gas phase.

```
12
C3H6N2O ωB97M-V/def2-TZVPD
H -1.43892 0.59015 -1.84509
N -1.04857 -0.37398 -1.77203
C -0.34895 -0.44587 -0.69633
N 0.31410 -1.62185 -0.42968
C -0.45153 0.57938 0.44030
C 0.80977 0.99437 1.25949
O 1.91616 0.54650 0.99126
H 1.26024 -1.44211 -0.03058
H 0.45158 -2.12716 -1.33536
H -0.89227 1.49306 0.00633
H -1.13435 0.12069 1.16740
H 0.56274 1.68683 2.24430
```

Lowest unoccupied orbital energy, eV: 0.72
Highest occupied orbital energy, eV: -9.448
Relative energy (zero: lowest compared OMol25 entry of this formula, charge and spin), kcal per mole: 34.70
2S+1: 1
E, eV: -8235.1939
Structure (SMILES): [H]/N=C(/N)CC=O

---

Record 5
Density functional theory data (ωB97M-V/def2-TZVPD) for C3H4N4O in the gas phase.

```
12
C3H4N4O ωB97M-V/def2-TZVPD
N 0.92202 1.30287 1.44507
C 0.52543 0.34588 0.60833
N 0.86724 -0.81229 0.80109
N 0.44105 -1.89788 0.05355
C -0.53369 -1.56762 -0.80710
C -1.09953 -0.32252 -1.11308
O -1.63124 0.16488 -2.17027
N -0.57436 0.55798 -0.22278
H 1.66573 0.96729 2.15878
H 0.91779 2.36319 1.41498
H -0.67834 -2.56728 -1.51424
H -0.82211 1.46551 -0.65433
```

Lowest unoccupied orbital energy, eV: -0.27
Highest occupied orbital energy, eV: -9.405
Relative energy (zero: lowest compared OMol25 entry of this formula, charge and spin), kcal per mole: 62.46
2S+1: 1
E, eV: -11181.2607
Structure (SMILES): Nc1nncc(=O)[nH]1

---

Copy entry 5 word for word.
Density functional theory data (ωB97M-V/def2-TZVPD) for C3H4N4O in the gas phase.

```
12
C3H4N4O ωB97M-V/def2-TZVPD
N 0.92202 1.30287 1.44507
C 0.52543 0.34588 0.60833
N 0.86724 -0.81229 0.80109
N 0.44105 -1.89788 0.05355
C -0.53369 -1.56762 -0.80710
C -1.09953 -0.32252 -1.11308
O -1.63124 0.16488 -2.17027
N -0.57436 0.55798 -0.22278
H 1.66573 0.96729 2.15878
H 0.91779 2.36319 1.41498
H -0.67834 -2.56728 -1.51424
H -0.82211 1.46551 -0.65433
```

Lowest unoccupied orbital energy, eV: -0.27
Highest occupied orbital energy, eV: -9.405
Relative energy (zero: lowest compared OMol25 entry of this formula, charge and spin), kcal per mole: 62.46
2S+1: 1
E, eV: -11181.2607
Structure (SMILES): Nc1nncc(=O)[nH]1

---

Repeat the first record exactly.
Density functional theory data (ωB97M-V/def2-TZVPD) for 2 unconnected molecules or ions with the total composition CH7N2PS.

```
12
CH7N2PS ωB97M-V/def2-TZVPD
C 1.43107 -0.63103 -0.35941
N -1.36670 -0.89234 -0.86120
N 0.40693 0.33058 -0.51043
P -0.08114 1.83374 0.00162
S -1.33231 1.68337 1.78559
H 2.29364 0.03173 -0.32005
H 1.54389 -1.06624 0.64615
H 1.35044 -1.31956 -1.13531
H -1.89197 -0.31038 -1.50462
H -1.72783 -1.12325 0.07078
H -1.14022 1.86509 -0.79958
H -0.91670 2.56360 2.59401
```

Lowest unoccupied orbital energy (alpha / beta), eV: -0.67 / -0.32
Highest occupied orbital energy (alpha / beta), eV: -9.061 / -8.492
Relative energy (zero: lowest compared OMol25 entry of this formula, charge and spin), kcal per mole: 113.18
2S+1: 1
E, eV: -24250.6292